40
Properties=species:S:1:pos:R:3 method="wB97M-V/def2-TZVPD" e_above_lowest_kcal_mol=70.0 total_charge=+1 homo_lumo_gap_ev=10.45
C 1.68662 -0.50699 -2.22498
O 1.97891 -1.85480 -2.58112
C 0.20707 -0.21622 -2.42061
C -0.15062 1.29960 -2.21523
C 0.18308 1.68485 -0.80557
C 0.47083 2.91033 -0.38004
N 0.89525 3.08075 1.01213
H 1.98551 -0.49294 -1.18417
H 2.30425 0.17613 -2.82895
H 2.16590 -2.04821 -3.50299
H 0.03861 -0.48931 -3.51251
H -0.50495 -0.85166 -1.91844
H 0.39288 1.63312 -3.09423
H -1.21920 1.58723 -2.27609
H -0.10681 0.81932 -0.17824
H 0.62806 3.83031 -0.95909
H 0.78156 2.22999 1.61338
H 0.19653 3.75790 1.40037
H 1.80742 3.54224 1.16397
H 2.15805 -1.10637 1.14221
H 0.65089 -1.56468 1.29750
O 1.29213 -0.86285 1.47636
H 2.86119 -2.62831 -0.78969
H 2.60382 -3.82072 0.21146
O 2.20207 -3.09667 -0.27347
H 0.04080 -2.96001 0.16461
H -1.37169 -2.97582 0.83850
O -0.41882 -2.89039 1.01138
H -4.05574 -1.10439 1.50953
H -3.46582 -1.44507 2.98681
O -3.27158 -1.15804 2.09003
H -3.81084 0.65785 -0.60000
H -4.66790 -0.12973 -1.61713
O -3.78768 -0.07271 -1.22429
H 1.63176 0.48333 3.06204
H 0.96722 1.31076 4.25205
O 1.24449 1.32300 3.33346
H -2.04571 0.94570 2.50085
H -1.23290 0.04699 1.59266
O -1.26468 0.95646 1.92754



21
Properties=species:S:1:pos:R:3 method="wB97M-V/def2-TZVPD" smiles="CC(=O)CN(CC(C)=O)N=O" e_above_lowest_kcal_mol=174.0 total_charge=0 homo_lumo_gap_ev=10.03
C 3.00454 -0.95708 0.88079
C 2.56728 0.00122 -0.18068
C 1.13700 -0.40817 -0.55546
C -1.20864 0.56968 -0.91687
C -1.88545 -0.46903 -0.09456
C -3.41344 0.10081 0.01481
H 2.25143 -1.14409 1.72061
H 3.37510 -1.89538 0.50621
H 3.86360 -0.05672 1.31448
H 1.12788 -0.73162 -1.51308
H 1.06962 -1.28045 0.18181
H -1.10672 0.29619 -1.92241
H -1.66207 1.58927 -0.50304
H -4.00201 -0.90149 0.20483
H -3.13060 0.88209 0.97429
H -3.75150 0.76893 -0.82671
N 0.14899 0.71198 -0.47041
N 0.44508 1.49212 0.51752
O 3.33611 0.85102 -0.73550
O -1.65137 -1.56607 0.40382
O -0.51481 2.14677 0.99955



11
Properties=species:S:1:pos:R:3 method="wB97M-V/def2-TZVPD" e_above_lowest_kcal_mol=164.5 total_charge=+1 homo_lumo_gap_ev="8.21 / 8.20"
C 0.62364 0.93564 0.45191
C 0.00523 -0.45307 0.49034
C -1.14585 -0.31543 -0.53936
O 0.95527 -1.33296 0.23775
O 2.31993 -0.14108 -0.44109
O 1.73711 0.94056 -0.09339
H 0.13308 1.85817 0.74489
H -0.35444 -0.60328 1.53398
H -1.08077 -1.16389 -1.22364
H -1.08877 0.59786 -1.13369
H -2.10443 -0.32252 -0.02771



52
Properties=species:S:1:pos:R:3 method="wB97M-V/def2-TZVPD" smiles="COc1ccc(NC(=S)N2CCC(NC(=O)c3ccccc3C)CC2)cc1" e_above_lowest_kcal_mol=17.2 total_charge=0 homo_lumo_gap_ev=8.76
C -5.76706 -0.71253 0.42666
H -6.17590 -0.49654 -0.56564
O -4.41384 -1.09250 0.35655
C -3.51245 -0.20885 -0.14566
C -2.19097 -0.65550 -0.20963
C -1.19837 0.16175 -0.70203
C -1.49511 1.45416 -1.12732
C -2.81230 1.89149 -1.08671
C -3.81527 1.07123 -0.60121
H -4.82756 1.44219 -0.58551
H -3.05354 2.88278 -1.44068
N -0.49522 2.30719 -1.65318
C 0.81349 2.36366 -1.25075
N 1.10682 2.41664 0.06163
C 2.48972 2.50611 0.49485
C 2.65576 1.91121 1.89875
H 2.53337 2.67961 2.66277
C 1.60911 0.82159 2.13630
N 1.71739 -0.19901 1.12095
C 1.60730 -1.52555 1.37940
O 1.56336 -1.97628 2.50631
C 1.46785 -2.36624 0.15031
C 0.47028 -3.33748 0.20063
C 0.18998 -4.12624 -0.89701
C 0.92506 -3.95742 -2.05869
C 1.94134 -3.02167 -2.10124
C 2.23455 -2.21231 -1.00819
C 3.37624 -1.24355 -1.11802
H 3.06340 -0.33007 -1.62860
H 3.77818 -0.98444 -0.14191
H 4.17335 -1.68242 -1.71512
H 2.52800 -2.91074 -3.00211
H 0.71643 -4.56484 -2.92705
H -0.59288 -4.86802 -0.84772
H -0.07973 -3.45564 1.12282
H 1.67688 0.11175 0.16507
C 0.20499 1.45649 2.12436
C 0.15744 2.62689 1.13123
H -0.84530 2.75354 0.72748
H 0.43812 3.55757 1.63949
H -0.04863 1.81751 3.12066
H -0.52288 0.69262 1.84740
H 1.77978 0.31404 3.09069
H 3.65955 1.49892 1.99689
H 3.10662 1.97151 -0.23098
H 2.81366 3.55466 0.48176
S 1.99654 2.44025 -2.41496
H -0.59293 2.50677 -2.64151
H -0.19190 -0.21662 -0.78769
H -1.96468 -1.65767 0.11732
H -6.29018 -1.56711 0.85233
H -5.90789 0.15713 1.07654



18
Properties=species:S:1:pos:R:3 method="wB97M-V/def2-TZVPD" e_above_lowest_kcal_mol=43.2 total_charge=+1 homo_lumo_gap_ev=8.43
C -2.01150 0.74140 -0.48285
C -1.78609 0.50313 -1.80603
C -0.28294 1.97335 -0.73978
C 1.98387 -1.53804 0.91436
C 1.09511 -1.26597 -0.28183
C 0.92680 -0.60378 1.00279
N -1.14081 1.54173 0.12545
N 0.06472 -0.11371 1.78991
S -0.34079 1.35113 -2.33468
H -2.92027 0.34169 0.05326
H -2.50607 0.01313 -2.45412
H 1.89387 -2.50899 1.46501
H 2.96226 -1.14474 0.73806
H 1.65017 -0.74287 -1.10362
H 0.41290 -1.97827 -0.66384
H 0.23722 0.02333 2.73054
H 0.40233 2.81187 -0.53348
H -0.64078 0.59558 1.58085



9
Properties=species:S:1:pos:R:3 method="wB97M-V/def2-TZVPD" e_above_lowest_kcal_mol=101.5 total_charge=+1 homo_lumo_gap_ev=8.09
C 1.71672 -1.24728 -0.11419
C -0.03054 1.50633 0.24164
C -0.96293 -1.06701 -0.21646
N 1.10867 1.07428 0.43382
N 1.45402 -0.17353 0.23210
S -1.48124 0.45029 -0.20169
H -0.13498 2.59824 0.32866
H -1.58834 -1.63615 -0.93414
H -0.08139 -1.50519 0.23027



57
Properties=species:S:1:pos:R:3 method="wB97M-V/def2-TZVPD" e_above_lowest_kcal_mol=0.0 total_charge=0 homo_lumo_gap_ev=6.65
Ga -0.50877 -1.22770 0.92044
O -0.33277 -1.22270 2.95394
N 0.88193 -1.24600 3.36784
N 1.76033 -1.13380 2.47564
O 1.47913 -0.98660 1.19804
C 3.11343 -1.14650 2.86594
C 3.43693 -1.16380 4.22094
C 4.76693 -1.14810 4.59514
C 5.76363 -1.11720 3.63094
C 5.43293 -1.12430 2.28634
C 4.10623 -1.14010 1.89414
H 2.65013 -1.19210 4.95694
H 5.03803 -1.15850 5.64124
H 6.80253 -1.09690 3.92824
H 6.21203 -1.11830 1.53994
H 3.82463 -1.15520 0.85294
N -0.55367 5.96040 -6.40096
C -0.54487 5.17250 -5.56846
C -0.53937 4.19940 -4.54096
C 0.58323 3.39460 -4.34236
C 0.57273 2.43250 -3.35096
C -0.53997 2.27410 -2.52856
C -1.64527 3.10150 -2.71616
C -1.65727 4.05220 -3.71846
C -0.57197 1.22970 -1.47986
C -0.58617 -0.10030 -1.89596
C -0.64887 -0.56860 -3.23276
C -0.66597 -1.94110 -3.16986
C -0.60707 -2.27860 -1.81386
N -0.56837 -1.18940 -1.04936
C -0.60707 1.65210 -0.15256
C -0.49317 2.99150 0.30644
C -0.56267 2.94720 1.67764
C -0.71757 1.59740 2.02224
N -0.74027 0.81930 0.94154
H 1.44353 3.52110 -4.98306
H 1.43693 1.80270 -3.21106
H -2.51197 2.98170 -2.08506
H -2.52697 4.67330 -3.88056
H -0.67867 0.04010 -4.11666
H -0.71457 -2.62860 -3.98966
H -0.58907 -3.25900 -1.37346
H -0.32927 3.85620 -0.31006
H -0.48697 3.77450 2.35724
H -0.81757 1.18810 3.01314
C -4.64917 -0.74830 1.04604
Te -3.01867 -1.86880 1.93364
C -3.62677 -3.65430 0.87804
H -4.61027 -0.84340 -0.03526
H -4.55677 0.29640 1.32604
H -5.58877 -1.14310 1.41744
H -4.57437 -3.98430 1.29234
H -2.88107 -4.42910 1.02294
H -3.73127 -3.44070 -0.18196
Se 0.05573 -6.00120 1.44934
C -0.10507 -4.32530 1.16784
N -0.27267 -3.17670 0.94744



87
Properties=species:S:1:pos:R:3 method="wB97M-V/def2-TZVPD" s2=3.7582 e_above_lowest_kcal_mol=0.0 total_charge=0 multiplicity=4 homo_lumo_gap_ev="6.89 / 6.89"
Co 1.04836 1.16487 2.89034
C -2.27327 -2.71231 1.60423
C -1.17315 -2.93167 0.87344
C -0.61454 -2.03481 -0.19443
C -0.42581 -0.54716 0.15471
C -1.53522 0.31526 -0.38708
C -2.83524 0.09907 -0.15227
C -3.51399 -1.25373 -0.14364
C -3.52320 -2.00754 1.19872
C 1.69351 2.98274 3.60599
H -2.37595 -3.27801 2.53612
H -0.64016 -3.89693 0.88457
H -1.23321 -2.07658 -1.09981
H 0.36071 -2.46187 -0.49135
H -0.38620 -0.49774 1.26680
H 0.55383 -0.20455 -0.24690
H -1.20797 1.26420 -0.83589
H -3.48525 0.98874 -0.01876
H -3.10108 -1.91082 -0.92589
H -4.57120 -1.07245 -0.40507
H -3.86630 -1.32701 1.99080
H -4.29913 -2.78454 1.08742
H 0.97543 3.10730 4.42725
H 1.63442 3.91537 2.98403
H 2.68749 2.90992 4.07873
P 0.80352 2.49361 -1.87442
P 1.77921 -1.18197 -2.30393
N -0.60690 3.32218 -2.58251
N 1.89719 3.73736 -2.53532
N 0.59805 -1.87908 -3.44513
N 3.10650 -2.14814 -3.01010
C 0.94059 1.34345 -3.33508
C 2.12618 0.36116 -3.25923
C -1.41475 4.19850 -1.84789
C -2.30572 4.80816 -2.72697
C -2.02606 4.31388 -4.03148
C -0.98690 3.41489 -3.92409
C 2.89291 4.36446 -1.78308
C 3.61149 5.21816 -2.61442
C 3.05083 5.10782 -3.92461
C 2.00776 4.19701 -3.85173
C -0.25696 -2.93822 -3.11194
C -1.19587 -3.08665 -4.12151
C -0.85233 -2.16997 -5.15428
C 0.23924 -1.43303 -4.71998
C 3.17531 -2.80116 -4.25277
C 4.48227 -3.22279 -4.46514
C 5.25558 -2.79622 -3.33329
C 4.40131 -2.12473 -2.46739
H 1.06203 1.86006 -4.30416
H -0.02748 0.81627 -3.35620
H 2.46844 0.09847 -4.27884
H 2.99753 0.81382 -2.75342
H -1.27955 4.27512 -0.78097
H -3.07142 5.52467 -2.48491
H -2.50643 4.56096 -4.96713
H -0.51730 2.83154 -4.70930
H 3.01586 4.10029 -0.74099
H 4.46240 5.82342 -2.33766
H 3.38227 5.59184 -4.83187
H 1.37891 3.81772 -4.64742
H -0.10152 -3.47805 -2.19135
H -2.04525 -3.74319 -4.12923
H -1.34545 -2.04707 -6.10128
H 0.78806 -0.62876 -5.19894
H 2.29825 -2.91288 -4.86747
H 4.81648 -3.78695 -5.31697
H 6.30528 -2.97398 -3.18702
H 4.57378 -1.63436 -1.52390
O 1.22088 -0.08907 4.68172
C -0.03009 0.04188 4.89531
O -0.68689 0.82301 4.08572
C -0.72712 -0.69715 6.02713
C -2.10462 -0.91092 5.95153
C -2.76791 -1.68446 6.94372
C -2.09484 -2.19869 8.05081
C -0.71996 -1.95313 8.13245
C -0.02792 -1.27779 7.09862
N 0.00097 -2.26778 9.33621
O -0.61478 -2.73142 10.31807
O 1.23101 -2.03762 9.34356
N -4.17713 -2.00256 6.89852
O -4.86653 -1.73602 5.89533
O -4.66174 -2.55554 7.91479
H -2.66687 -0.51931 5.11677
H -2.63096 -2.70900 8.84475
H 1.05433 -1.25182 7.16827



10
Properties=species:S:1:pos:R:3 method="wB97M-V/def2-TZVPD" smiles="O=C1CC1.O=S" e_above_lowest_kcal_mol=105.6 total_charge=0 homo_lumo_gap_ev="7.63 / 7.68"
C -0.08579 0.49224 -0.02751
C 1.34598 0.66709 -0.42576
C 0.81193 -0.64173 0.31064
O -2.84550 -1.21500 -0.38636
O -1.15508 0.92010 0.26296
S -3.49176 -0.02871 0.18979
H 1.65924 0.56693 -1.38797
H 1.75348 1.55073 0.22374
H 0.98880 -0.75670 1.45724
H 1.01870 -1.55495 -0.21677



44
Properties=species:S:1:pos:R:3 method="wB97M-V/def2-TZVPD" total_charge=+1 homo_lumo_gap_ev=7.46
Ca 0.46485 -0.34537 -0.57816
C -1.14261 -2.73841 2.87427
C -0.43156 -2.24070 1.66343
N -0.36373 -1.00944 1.32063
N -0.96295 -0.00999 2.07312
C -0.73533 1.17876 1.52819
O -0.04857 1.38193 0.43570
C -1.33784 2.35127 2.20970
C -2.09538 2.21425 3.37211
C -2.63953 3.33426 3.97834
C -2.43090 4.59448 3.43135
C -1.67709 4.73638 2.27538
C -1.13068 3.61566 1.66645
C 0.29416 -3.18700 0.73943
C 0.26263 -4.55114 0.94605
C 0.96472 -5.38880 0.09142
C 1.68268 -4.84385 -0.95575
C 1.66041 -3.47042 -1.10838
N 0.98973 -2.64742 -0.29177
H -1.56144 -1.89962 3.41967
H -0.45836 -3.28602 3.52799
H -1.95068 -3.42021 2.59689
H -2.25236 1.22930 3.79092
H -3.22789 3.22634 4.88119
H -2.85832 5.46756 3.90901
H -1.51409 5.71881 1.85066
H -0.53732 3.71095 0.76726
H -0.30022 -4.95638 1.77514
H 0.95081 -6.46053 0.24842
H 2.24748 -5.46114 -1.64122
H 2.20829 -3.00360 -1.91964
C 0.03638 1.24384 -4.83760
As 0.81946 0.75695 -3.15031
C 2.47971 -0.08165 -3.76119
C 1.53608 2.48651 -2.59060
H 0.79395 1.73894 -5.43955
H -0.79457 1.92125 -4.66068
H -0.32817 0.35938 -5.35142
H 2.96725 0.55735 -4.49353
H 2.26206 -1.04619 -4.21421
H 3.16976 -0.22933 -2.93094
H 2.18536 2.88048 -3.36823
H 2.09822 2.40550 -1.66262
H 0.70560 3.16708 -2.41690



93
Properties=species:S:1:pos:R:3 method="wB97M-V/def2-TZVPD" e_above_lowest_kcal_mol=0.0 total_charge=-1 homo_lumo_gap_ev=6.04
Rb -0.11156 2.35396 0.45793
N 1.57353 4.05754 2.90950
C 2.96173 3.72518 2.59599
C 3.35204 3.95014 1.13560
N 2.85816 2.86862 0.28414
H 1.55377 4.90902 3.45477
H 1.03437 4.29895 2.04778
H 3.15751 2.66729 2.83228
H 3.63270 4.31309 3.23316
H 4.44512 4.05913 1.06467
H 2.89678 4.88278 0.79836
H 3.53673 2.12135 0.21462
H 2.66992 3.19849 -0.65601
F 0.22271 2.35769 -10.08523
C 0.25120 2.22295 -8.75014
C -0.59271 2.96765 -7.94193
F -1.44968 3.83838 -8.50181
C -0.54837 2.81286 -6.56948
F -1.40379 3.57797 -5.85867
C 0.31120 1.93557 -5.90576
Se 0.36078 1.74056 -4.03504
C 1.14609 1.20949 -6.76472
F 2.02532 0.33091 -6.25963
C 1.12707 1.33567 -8.14086
F 1.95259 0.59958 -8.90298
C 0.35168 6.18649 0.39582
O 0.07437 4.87875 0.64236
H -0.54274 6.79729 0.14565
H 1.05517 6.33051 -0.45704
H 0.83054 6.71310 1.25861
N -2.95186 3.16092 -3.03986
C -2.28501 2.75982 -1.80552
C -3.13909 1.75149 -1.04369
O -4.22780 1.39564 -1.70555
O -2.84579 1.29386 0.03793
H -2.32870 2.98168 -3.82547
H -3.17899 4.14521 -3.04095
H -4.17316 1.94686 -2.53853
H -2.05103 3.60134 -1.14326
H -1.34766 2.25462 -2.05606
O 0.34250 -0.22643 0.21576
P -0.12688 -1.25315 1.20082
C -0.26002 -0.49759 2.87116
C -0.44887 -1.45133 4.06677
C 0.89248 -1.76439 4.72843
C 1.47373 -0.50206 5.37985
C 1.06615 0.75780 4.60918
C 0.92520 0.46731 3.11931
C 1.12853 -2.59533 1.24631
C 0.88988 -3.86806 2.09129
C 0.64844 -5.09542 1.21800
C 1.85621 -5.39069 0.32398
C 2.50518 -4.09914 -0.19844
C 1.51411 -2.94251 -0.20091
C -1.82878 -1.77319 0.74804
C -1.99078 -1.83781 -0.79258
C -2.24557 -3.25753 -1.28052
C -3.53852 -3.82836 -0.68588
C -3.78431 -3.31259 0.73982
C -2.46411 -2.98645 1.43595
H -1.17047 0.10826 2.76310
H -0.96981 -2.36369 3.77462
H -1.08857 -0.96146 4.80587
H 1.58614 -2.13308 3.97146
H 0.78348 -2.56263 5.46668
H 2.56418 -0.57909 5.40741
H 1.13340 -0.42639 6.41565
H 1.78953 1.55884 4.76495
H 0.10874 1.13362 4.98231
H 1.86554 0.04931 2.74517
H 0.77809 1.40947 2.59808
H 1.98313 -2.05157 1.67274
H 0.06672 -3.74034 2.79354
H 1.77889 -4.05790 2.70065
H -0.23077 -4.92954 0.59354
H 0.42393 -5.96113 1.84619
H 1.53504 -6.01335 -0.51387
H 2.59394 -5.97166 0.88323
H 2.90762 -4.25659 -1.19984
H 3.35037 -3.82448 0.44044
H 0.62896 -3.22201 -0.77782
H 1.92667 -2.05952 -0.68600
H -2.38071 -0.88080 1.07327
H -1.12236 -1.40286 -1.28782
H -2.84007 -1.21074 -1.07204
H -1.40094 -3.89394 -1.00411
H -2.29369 -3.27151 -2.37058
H -3.48766 -4.92068 -0.68316
H -4.38538 -3.55347 -1.31876
H -4.35128 -4.04744 1.31556
H -4.38532 -2.40013 0.70597
H -1.81480 -3.86222 1.38221
H -2.64027 -2.77674 2.49402



Number 1: total energy -23470.10016 eV. Number 2: total energy -15500.45905 eV. Number 3: total energy -9318.40927 eV. Number 4: total energy -41584.28988 eV. Number 5: total energy -20174.30879 eV. Number 6: total energy -16961.74921 eV. Number 7: total energy -164315.20371 eV. Number 8: total energy -113293.80454 eV. Number 9: total energy -18101.48700 eV. Number 10: total energy -103761.09600 eV. Number 11: total energy -132410.00220 eV.